{
  "formula": "C50H44ClN4NiO5P",
  "method": "ωB97M-V/def2-TZVPD",
  "gap_ev": [7.15, 6.21],
  "molar_mass_g_mol": 906.0,
  "total_energy_ha": -4836.74698,
  "homo_ev": [-7.54, -7.75],
  "multiplicity": 3,
  "elements": ["Ni", "O", "C", "C", "C", "C", "C", "C", "C", "P", "C", "C", "C", "C", "C", "C", "C", "C", "C", "C", "C", "C", "H", "H", "H", "H", "H", "H", "H", "H", "H", "H", "H", "H", "H", "H", "O", "C", "O", "C", "C", "Cl", "N", "N", "C", "C", "O", "O", "C", "C", "C", "C", "C", "C", "H", "H", "H", "H", "H", "H", "C", "C", "C", "C", "C", "C", "C", "C", "N", "C", "C", "C", "C", "N", "C", "C", "C", "C", "C", "C", "C", "C", "H", "H", "H", "H", "H", "H", "H", "H", "H", "H", "H", "H", "H", "H", "H", "H", "H", "H", "H", "H", "H", "H", "H", "H"],
  "coordinates": [[0.98, -0.17, 0.60], [1.85, 1.00, 2.79], [1.09, 1.14, 1.86], [0.24, 2.34, 1.73], [0.42, 3.40, 2.62], [-0.39, 4.51, 2.53], [-1.42, 4.53, 1.59], [-1.62, 3.46, 0.74], [-0.76, 2.37, 0.77], [-0.75, 0.94, -0.42], [-2.55, 0.87, -0.52], [-4.59, 1.59, -1.97], [-5.71, 1.30, -1.04], [-5.63, 0.91, 0.25], [-4.48, 0.76, 1.06], [-3.14, 0.79, 0.73], [0.09, 1.91, -1.72], [-0.24, 3.23, -2.01], [0.64, 4.02, -2.73], [1.84, 3.50, -3.18], [2.16, 2.18, -2.93], [1.29, 1.39, -2.20], [1.21, 3.34, 3.35], [-0.25, 5.34, 3.20], [-2.06, 5.39, 1.52], [-2.46, 3.46, 0.06], [-4.94, 1.33, -2.98], [-6.70, 1.46, -1.46], [-6.57, 0.75, 0.76], [-4.70, 0.63, 2.11], [-2.45, 0.76, 1.56], [-1.16, 3.65, -1.65], [0.39, 5.05, -2.92], [2.54, 4.14, -3.69], [3.09, 1.76, -3.28], [1.55, 0.36, -1.97], [-0.34, -4.93, -3.14], [-1.26, -4.14, -3.63], [-2.16, -4.54, -4.34], [-1.19, -2.69, -3.25], [-2.07, -1.71, -3.70], [-3.34, -1.78, -4.81], [-1.79, -0.57, -3.04], [-0.81, -0.76, -2.16], [-0.40, -2.02, -2.29], [0.79, -2.48, -1.48], [1.28, -3.60, -1.72], [1.23, -1.69, -0.63], [-2.51, 0.64, -2.98], [-2.32, 1.59, -3.94], [-2.74, 2.92, -3.96], [-3.48, 3.61, -2.97], [-4.24, 3.05, -2.00], [-3.37, 0.66, -1.76], [0.38, -4.43, -2.59], [-1.65, 1.29, -4.74], [-2.38, 3.51, -4.80], [-3.43, 4.69, -3.01], [-4.74, 3.68, -1.28], [-3.81, -0.35, -1.66], [-0.32, -4.05, 1.19], [-1.20, -3.06, 1.87], [-2.57, -3.29, 1.94], [-3.40, -2.49, 2.69], [-2.85, -1.45, 3.42], [-1.50, -1.15, 3.35], [-0.96, -0.04, 4.21], [-0.68, -1.92, 2.52], [0.63, -1.51, 2.24], [1.70, -1.95, 2.76], [1.70, -2.93, 3.89], [3.01, -1.52, 2.19], [4.24, -1.86, 2.96], [3.01, -0.86, 1.10], [4.13, -0.70, 0.30], [4.53, 0.59, -0.09], [3.74, 1.78, 0.35], [5.65, 0.74, -0.90], [6.35, -0.36, -1.36], [5.89, -1.63, -1.05], [4.79, -1.82, -0.23], [4.23, -3.20, -0.04], [-0.17, -4.90, 1.85], [0.65, -3.64, 0.93], [-0.79, -4.43, 0.28], [-2.97, -4.13, 1.40], [-4.46, -2.68, 2.73], [-3.48, -0.86, 4.08], [-1.37, 0.92, 3.90], [0.12, 0.01, 4.16], [-1.26, -0.22, 5.24], [0.68, -3.14, 4.19], [2.24, -2.52, 4.74], [2.18, -3.86, 3.60], [4.18, -1.38, 3.94], [5.13, -1.49, 2.45], [4.34, -2.93, 3.12], [3.78, 1.91, 1.43], [2.68, 1.61, 0.07], [4.08, 2.69, -0.14], [5.97, 1.74, -1.17], [7.23, -0.23, -1.97], [6.40, -2.49, -1.45], [4.63, -3.88, -0.78], [3.15, -3.18, -0.15], [4.46, -3.61, 0.95]],
  "mulliken_spin": [0.05, 0.00, -0.01, -0.01, 0.00, 0.00, 0.00, 0.00, 0.00, 0.08, 0.34, 0.07, 0.33, -0.09, 0.42, -0.13, -0.02, -0.02, 0.01, 0.00, 0.01, 0.01, 0.00, 0.00, 0.00, 0.01, 0.01, 0.01, 0.00, 0.02, -0.04, 0.01, 0.00, 0.00, 0.00, -0.01, 0.00, 0.00, 0.00, 0.00, 0.00, 0.00, 0.01, 0.06, 0.00, 0.00, 0.00, 0.01, 0.25, -0.09, 0.41, -0.10, 0.34, 0.04, 0.00, 0.00, 0.00, 0.00, -0.03, 0.04, 0.00, 0.00, 0.00, 0.00, 0.00, 0.00, 0.00, 0.00, 0.01, -0.01, 0.00, 0.00, 0.00, -0.01, 0.00, 0.00, 0.00, 0.00, 0.00, 0.00, 0.00, 0.00, 0.00, 0.00, 0.00, 0.00, 0.00, 0.00, 0.00, 0.00, 0.00, 0.00, 0.00, 0.00, 0.00, 0.00, 0.00, 0.00, 0.01, 0.00, 0.00, 0.00, 0.00, 0.00, 0.00, 0.00]
}

***

{
  "formula": "C8H10N2O5",
  "method": "ωB97M-V/def2-TZVPD",
  "gap_ev": 8.34,
  "molar_mass_g_mol": 214.2,
  "total_energy_ha": -796.23154,
  "homo_ev": -9.48,
  "multiplicity": 1,
  "smiles": "C/C(=C/C=C\\C(=C(/C)O)[N+](=O)[O-])[N+](=O)[O-]",
  "elements": ["C", "C", "C", "C", "C", "C", "C", "C", "O", "N", "O", "O", "N", "O", "O", "H", "H", "H", "H", "H", "H", "H", "H", "H", "H"],
  "coordinates": [[-1.92, 1.51, 0.04], [-0.43, 1.42, 0.11], [0.19, 1.25, 1.29], [1.47, 0.55, 1.39], [1.59, -0.77, 1.15], [0.41, -1.36, 0.56], [0.03, -1.06, -0.70], [0.85, -0.78, -1.95], [-1.23, -1.17, -1.09], [-0.34, -2.17, 1.35], [-0.05, -2.61, 2.44], [-1.49, -2.39, 0.94], [0.42, 1.98, -0.93], [1.59, 1.96, -0.70], [-0.06, 2.49, -1.91], [-2.21, 2.09, -0.85], [-2.37, 1.76, 1.07], [-2.36, 0.53, -0.25], [-0.48, 1.13, 2.18], [2.31, 0.92, 2.00], [2.42, -1.32, 1.39], [1.75, -0.13, -2.00], [0.29, -0.26, -2.70], [1.19, -1.65, -2.32], [-1.56, -1.90, -0.51]],
  "mulliken_charge": [-1.35, 0.67, -0.64, -0.31, -0.82, -0.10, 0.97, -1.58, -0.58, 1.14, -0.65, -0.76, 1.20, -0.58, -0.65, 0.38, 0.35, 0.26, 0.28, 0.38, 0.60, 0.34, 0.48, 0.44, 0.50]
}

***

{
  "formula": "C4H15NO6S",
  "method": "ωB97M-V/def2-TZVPD",
  "gap_ev": 6.27,
  "molar_mass_g_mol": 205.2,
  "total_energy_ha": -1065.79208,
  "homo_ev": -0.54,
  "multiplicity": 1,
  "total_charge": -2,
  "elements": ["C", "N", "C", "C", "S", "C", "O", "O", "H", "H", "H", "H", "H", "H", "H", "H", "H", "O", "H", "H", "O", "H", "H", "O", "H", "H", "O"],
  "coordinates": [[-1.49, -1.34, 0.42], [-0.12, -0.77, 0.91], [0.56, -0.05, -0.22], [1.88, 0.38, 0.41], [3.13, -0.99, 0.40], [-0.48, 1.10, -0.63], [-0.56, 2.22, -0.05], [-1.06, 0.80, -1.71], [-1.31, -2.31, 0.01], [-2.13, -1.07, 1.40], [-2.02, -0.77, -0.41], [0.43, -1.61, 1.19], [0.66, -0.56, -1.25], [1.71, 0.80, 1.44], [2.21, 1.26, -0.21], [-1.31, -1.31, -3.24], [-1.80, 0.08, -3.30], [-1.97, -0.81, -3.69], [-2.84, 1.99, -0.33], [-2.74, 1.52, -1.54], [-3.39, 1.98, -1.10], [-0.08, 1.40, 2.51], [-1.04, 2.19, 1.65], [-0.75, 2.15, 2.55], [2.14, -3.15, 1.31], [2.04, -2.42, 2.65], [1.98, -3.26, 2.19]],
  "mulliken_charge": [-0.87, -0.30, 0.67, -0.74, -0.69, -0.05, -0.81, -0.74, 0.31, 0.26, 0.27, 0.21, 0.12, 0.05, 0.29, 0.29, 0.47, -0.69, 0.36, 0.41, -0.71, 0.31, 0.41, -0.73, 0.23, 0.33, -0.65]
}

***

{
  "formula": "C28H42NO24",
  "method": "ωB97M-V/def2-TZVPD",
  "gap_ev": 9.55,
  "molar_mass_g_mol": 776.6,
  "total_energy_ha": -2952.26507,
  "homo_ev": -7.97,
  "multiplicity": 1,
  "total_charge": -1,
  "elements": ["N", "O", "O", "O", "C", "C", "C", "O", "C", "O", "O", "H", "H", "H", "H", "H", "H", "C", "C", "C", "O", "C", "O", "O", "H", "H", "H", "H", "H", "H", "C", "C", "C", "O", "C", "O", "O", "H", "H", "H", "H", "H", "H", "C", "C", "C", "O", "C", "O", "O", "H", "H", "H", "H", "H", "H", "C", "C", "C", "O", "C", "O", "O", "H", "H", "H", "H", "H", "H", "C", "C", "C", "O", "C", "O", "O", "H", "H", "H", "H", "H", "H", "C", "C", "C", "O", "C", "O", "O", "H", "H", "H", "H", "H", "H"],
  "coordinates": [[37.23, 39.69, 41.44], [36.02, 39.21, 41.70], [38.12, 38.88, 41.11], [37.25, 40.92, 41.08], [37.22, 36.06, 39.28], [37.47, 37.21, 38.31], [38.94, 37.75, 38.42], [39.52, 37.45, 37.14], [38.68, 36.76, 36.41], [39.10, 36.36, 35.35], [37.43, 36.61, 37.01], [36.86, 36.45, 40.28], [38.00, 35.36, 39.22], [36.15, 35.82, 39.15], [36.78, 37.94, 38.26], [39.61, 37.55, 39.25], [38.92, 38.88, 38.47], [32.35, 39.08, 41.45], [32.84, 40.11, 40.47], [33.13, 39.67, 39.02], [32.07, 40.46, 38.36], [31.37, 41.30, 39.18], [30.50, 42.08, 38.87], [31.82, 41.07, 40.39], [31.15, 38.96, 41.35], [32.45, 39.47, 42.60], [32.85, 38.11, 41.23], [33.80, 40.47, 41.05], [32.87, 38.67, 39.06], [34.14, 39.98, 38.68], [32.46, 42.78, 44.20], [33.84, 42.21, 44.61], [34.77, 42.20, 43.52], [35.78, 43.11, 44.09], [35.32, 43.68, 45.19], [35.93, 44.53, 45.89], [34.27, 43.13, 45.56], [31.84, 42.25, 43.54], [32.70, 43.90, 43.81], [31.67, 43.10, 45.04], [33.58, 41.22, 45.10], [34.30, 42.42, 42.46], [35.29, 41.24, 43.42], [36.67, 45.74, 42.00], [37.80, 44.63, 42.00], [38.61, 44.63, 40.72], [39.81, 45.24, 41.15], [39.94, 45.21, 42.46], [40.86, 45.77, 43.05], [38.77, 44.81, 43.02], [36.82, 46.59, 41.39], [36.34, 45.92, 43.01], [35.83, 45.50, 41.47], [37.22, 43.46, 42.24], [38.23, 45.36, 39.94], [38.85, 43.56, 40.40], [37.54, 38.52, 45.02], [36.72, 37.15, 44.93], [36.40, 36.60, 43.50], [36.74, 35.23, 43.68], [37.41, 34.99, 44.75], [38.14, 33.94, 45.01], [37.36, 36.06, 45.57], [37.27, 39.07, 44.22], [38.57, 38.26, 44.84], [37.69, 38.68, 46.00], [35.88, 37.24, 45.56], [36.71, 37.02, 42.62], [35.29, 36.59, 43.56], [41.36, 39.04, 41.18], [41.01, 40.16, 40.12], [41.55, 41.56, 40.61], [42.65, 41.76, 39.70], [42.75, 40.84, 38.81], [43.59, 40.84, 38.05], [41.71, 39.94, 38.96], [40.84, 39.01, 42.09], [42.28, 39.10, 41.69], [41.04, 38.27, 40.75], [40.15, 40.12, 39.92], [41.87, 41.10, 41.69], [40.75, 42.13, 40.63], [35.32, 42.93, 39.02], [36.23, 42.26, 38.00], [36.83, 40.83, 38.18], [36.65, 40.22, 36.89], [35.94, 41.06, 36.18], [35.58, 40.72, 34.99], [35.51, 42.06, 36.72], [34.32, 42.46, 39.26], [35.36, 44.04, 38.77], [35.50, 42.72, 40.06], [37.29, 42.81, 37.76], [36.26, 40.13, 38.59], [37.86, 40.67, 38.41]],
  "mulliken_charge": [0.34, -0.44, -0.46, -0.35, -1.13, 1.19, 0.90, -0.43, 0.47, -0.60, -0.44, -0.20, 0.44, 0.38, 0.21, 0.08, -0.82, -1.30, 1.62, 0.08, -0.43, 0.72, -0.59, -0.42, 0.37, 0.12, 0.30, -0.75, 0.46, -0.20, -1.30, 0.81, 0.97, -0.15, 0.50, -0.68, -0.31, 0.35, 0.26, 0.26, 0.18, -0.38, -0.60, -1.77, 1.35, 0.38, -0.39, 0.58, -0.61, -0.35, 0.53, 0.37, 0.43, -0.50, 0.33, -0.31, -1.26, 0.37, 0.59, -0.35, 0.61, -0.65, -0.41, -0.02, 0.39, 0.58, 0.34, -0.42, 0.18, -2.24, 3.80, -0.16, -0.36, 0.56, -0.48, -0.33, 0.58, 0.52, 0.59, -2.74, 0.30, 0.13, -0.63, 0.82, -0.34, -0.41, 0.45, -0.73, -0.29, -0.03, 0.45, -0.12, 0.25, 0.32, 0.04]
}

***

{
  "formula": "C7H10N2",
  "method": "ωB97M-V/def2-TZVPD",
  "gap_ev": 8.90,
  "molar_mass_g_mol": 122.2,
  "total_energy_ha": -382.03534,
  "homo_ev": -7.99,
  "multiplicity": 1,
  "smiles": "N[C@H]1[C@@H]2[C@H]1[C@@H]1C=C[C@H]2N1",
  "elements": ["N", "C", "C", "C", "C", "C", "C", "C", "N", "H", "H", "H", "H", "H", "H", "H", "H", "H", "H"],
  "coordinates": [[-2.03, 0.76, 0.00], [-1.59, -0.53, 0.04], [-0.36, -1.00, -0.69], [-0.38, -1.01, 0.74], [0.93, -0.24, 1.09], [0.70, 1.25, 0.68], [0.55, 1.35, -0.61], [0.69, -0.09, -1.12], [1.83, -0.59, -0.15], [-2.66, 0.97, -0.79], [-2.30, 0.94, 0.97], [-2.35, -1.21, 0.01], [0.10, -2.14, -1.20], [-0.42, -2.02, 1.13], [1.26, -0.23, 2.26], [0.56, 2.14, 1.42], [0.39, 2.15, -1.36], [0.98, -0.31, -2.13], [2.60, 0.22, -0.02]],
  "mulliken_charge": [-0.45, -0.61, -0.04, -0.46, 0.03, -0.68, -0.43, 0.01, -0.70, 0.21, 0.23, 0.50, 0.28, 0.34, 0.30, 0.27, 0.36, 0.50, 0.34]
}

***

{
  "formula": "C30H37N5O2S4Ti",
  "method": "ωB97M-V/def2-TZVPD",
  "gap_ev": [4.85, 7.97],
  "molar_mass_g_mol": 675.8,
  "total_energy_ha": -4031.94092,
  "homo_ev": [-4.96, -8.07],
  "multiplicity": 3,
  "elements": ["Ti", "O", "C", "N", "C", "C", "C", "C", "C", "C", "N", "C", "C", "C", "C", "C", "N", "H", "H", "H", "H", "H", "H", "H", "H", "H", "H", "C", "C", "S", "C", "C", "S", "C", "C", "S", "H", "H", "H", "H", "H", "H", "H", "H", "H", "H", "H", "H", "C", "C", "N", "C", "C", "C", "S", "N", "C", "O", "C", "C", "C", "C", "C", "C", "H", "H", "H", "H", "H", "H", "H", "H", "H", "H", "H", "H", "H", "H", "H"],
  "coordinates": [[0.37, 0.63, 0.48], [-1.08, 4.01, 2.00], [-0.59, 3.12, 1.30], [0.17, 2.10, 1.67], [0.54, 1.89, 3.05], [1.64, 0.87, 3.02], [2.69, 0.84, 3.91], [3.73, -0.06, 3.72], [3.65, -0.94, 2.65], [2.53, -0.91, 1.84], [1.55, -0.01, 2.00], [-0.80, 3.06, -0.19], [-1.14, 4.17, -0.93], [-1.30, 4.06, -2.31], [-1.13, 2.79, -2.88], [-0.81, 1.72, -2.08], [-0.61, 1.83, -0.75], [-0.32, 1.51, 3.63], [0.86, 2.83, 3.52], [2.71, 1.54, 4.74], [4.58, -0.07, 4.38], [4.45, -1.63, 2.44], [2.42, -1.60, 1.01], [-1.27, 5.11, -0.42], [-1.54, 4.92, -2.91], [-1.25, 2.65, -3.94], [-0.70, 0.73, -2.50], [-2.83, -0.54, 5.30], [-2.22, -1.91, 5.03], [-0.76, -1.80, 3.92], [-1.48, -2.19, 2.28], [-2.74, -1.42, 1.98], [-2.35, 0.37, 1.90], [-4.03, 1.04, 2.19], [-4.36, 1.23, 3.66], [-4.52, -0.31, 4.62], [-2.20, 0.24, 4.86], [-2.89, -0.37, 6.38], [-2.93, -2.61, 4.59], [-1.84, -2.35, 5.95], [-1.67, -3.27, 2.24], [-0.68, -1.92, 1.58], [-3.50, -1.57, 2.76], [-3.17, -1.71, 1.02], [-4.75, 0.38, 1.70], [-4.04, 2.01, 1.69], [-5.33, 1.71, 3.74], [-3.61, 1.86, 4.14], [2.43, -0.37, -5.27], [3.23, -0.96, -4.10], [3.32, -0.08, -2.95], [4.47, 0.79, -2.82], [4.34, 2.11, -3.57], [2.30, -0.09, -2.05], [2.39, 1.09, -0.74], [1.37, -0.97, -2.26], [0.30, -1.32, -1.53], [0.05, -0.85, -0.34], [-0.61, -2.26, -2.14], [-1.70, -2.79, -1.42], [-2.58, -3.66, -2.03], [-2.39, -4.05, -3.35], [-1.33, -3.52, -4.07], [-0.45, -2.64, -3.48], [2.21, -1.15, -5.99], [2.97, 0.42, -5.78], [1.49, 0.04, -4.90], [4.25, -1.18, -4.43], [2.75, -1.88, -3.77], [5.34, 0.24, -3.19], [4.62, 0.99, -1.76], [4.20, 1.95, -4.63], [5.25, 2.70, -3.43], [3.51, 2.69, -3.18], [-1.83, -2.50, -0.39], [-3.42, -4.05, -1.47], [-3.09, -4.73, -3.82], [-1.18, -3.80, -5.11], [0.37, -2.20, -4.03]],
  "mulliken_spin": [0.94, 0.00, 0.00, 0.02, 0.03, 0.05, -0.01, 0.03, -0.02, 0.05, -0.10, 0.06, -0.02, 0.04, -0.02, 0.07, -0.06, -0.01, 0.00, 0.00, 0.00, 0.00, 0.00, 0.00, 0.00, 0.00, 0.00, 0.00, 0.00, 0.00, 0.02, -0.01, 0.03, 0.00, 0.00, 0.00, 0.00, 0.00, 0.00, 0.00, 0.00, 0.00, 0.00, 0.00, 0.00, 0.00, 0.00, 0.00, 0.01, 0.01, 0.07, -0.01, 0.01, 0.11, 0.03, -0.01, 0.37, 0.06, -0.07, 0.10, -0.10, 0.16, -0.08, 0.14, 0.00, 0.00, 0.00, 0.00, -0.01, 0.00, 0.00, 0.00, 0.00, 0.00, 0.08, 0.00, 0.01, 0.00, 0.04]
}

***

{
  "formula": "CHF3NNaO5S2",
  "method": "ωB97M-V/def2-TZVPD",
  "gap_ev": 3.87,
  "molar_mass_g_mol": 251.1,
  "total_energy_ha": -1727.93533,
  "homo_ev": 0.00,
  "multiplicity": 1,
  "total_charge": -2,
  "elements": ["O", "Na", "H", "N", "S", "O", "O", "S", "O", "O", "C", "F", "F", "F"],
  "coordinates": [[1.43, 2.37, 1.18], [1.75, 2.02, -0.98], [1.47, 1.41, 1.71], [0.45, -0.50, 0.84], [1.60, -1.29, -0.25], [2.45, -0.14, -0.82], [2.40, -2.07, 0.78], [-0.73, 0.40, 0.20], [-0.42, 1.16, -1.05], [-1.65, 0.99, 1.21], [-1.95, -0.85, -0.56], [-1.35, -1.69, -1.41], [-2.54, -1.59, 0.39], [-2.91, -0.22, -1.25]],
  "mulliken_charge": [-1.17, 0.89, 0.25, -0.42, 0.51, -0.76, -0.68, 0.94, -0.70, -0.66, 0.55, -0.23, -0.27, -0.26]
}

***

{
  "formula": "C2H2Cl2I2",
  "method": "ωB97M-V/def2-TZVPD",
  "gap_ev": [6.73, 7.98],
  "molar_mass_g_mol": 350.8,
  "total_energy_ha": -1593.00880,
  "homo_ev": [-7.27, -9.77],
  "multiplicity": 3,
  "elements": ["C", "C", "Cl", "Cl", "I", "I", "H", "H"],
  "coordinates": [[0.48, -0.15, -0.94], [2.57, -0.06, 0.40], [-0.01, 1.46, -1.31], [1.91, -0.17, 1.96], [3.42, -1.83, -0.25], [3.33, 1.82, -0.15], [-0.30, -0.71, -0.49], [1.22, -0.72, -1.63]],
  "mulliken_spin": [0.88, 0.72, 0.11, 0.12, 0.08, 0.08, 0.01, 0.01]
}